[1]
Molecular formula: H16O8Xe
Method: DFT, ωB97M-V/def2-TZVPD

Computed properties:
Highest occupied orbital energy   -10.4 eV
Frontier orbital gap   10.241 eV

ORCA input file:
```
! RIJCOSX wB97M-V def2-TZVPD def2/J DEFGRID3
* xyz 0 1
Xe -4.204 -13.112 8.094
O -1.634 -15.872 9.428
H -2.357 -16.350 9.022
H -1.235 -15.383 8.709
O -3.926 -13.934 12.645
H -4.852 -13.923 12.886
H -3.927 -13.962 11.688
O -0.923 -14.460 7.141
H -0.708 -13.530 7.217
H -0.076 -14.895 7.047
O -5.257 -12.683 4.100
H -4.534 -12.079 4.269
H -5.409 -12.617 3.157
O -7.482 -12.029 5.782
H -7.753 -11.291 5.236
H -6.743 -12.416 5.314
O -6.392 -16.423 8.550
H -6.486 -16.141 7.640
H -6.839 -17.268 8.587
O -2.372 -15.976 5.383
H -1.993 -15.399 6.047
H -2.173 -16.860 5.691
O -5.120 -15.169 5.237
H -5.080 -14.291 4.858
H -4.233 -15.515 5.137
*
```

=====

[2]
Molecular formula: C24H45N2O8P2
Method: DFT, ωB97M-V/def2-TZVPD

Computed properties:
Highest occupied orbital energy   -10.9 eV
Frontier orbital gap   6.863 eV

ORCA input file:
```
! RIJCOSX wB97M-V def2-TZVPD def2/J DEFGRID3
* xyz 1 1
C -4.873 0.952 3.053
C -5.962 0.726 2.314
C -6.409 1.702 1.232
C -5.253 2.023 0.334
N -4.611 3.162 0.631
C -3.529 3.596 -0.035
C -3.023 2.874 -1.071
N -1.860 3.330 -1.768
C -0.654 2.911 -1.008
C -1.920 4.754 -1.996
C -0.965 5.685 -1.303
O -2.750 5.165 -2.765
C -3.652 1.658 -1.445
C -3.073 0.879 -2.586
C -1.841 0.052 -2.118
C -1.816 -1.411 -2.594
C -1.334 -2.370 -1.493
C -0.090 -3.188 -1.861
C 0.570 -3.706 -0.569
C 1.529 -2.684 0.071
C 0.980 -2.019 1.350
C 2.101 -1.445 2.218
C 2.611 -0.093 1.712
C -4.788 1.234 -0.720
P -5.547 -0.337 -1.228
O -4.570 -1.393 -1.455
O -6.629 -0.735 -0.129
O -6.373 -0.031 -2.560
H -4.837 0.660 4.094
H -3.958 1.377 2.652
H -6.532 -0.184 2.442
H -6.764 2.602 1.730
H -7.233 1.296 0.659
H -4.960 3.716 1.402
H -3.067 4.515 0.290
H -0.742 1.870 -0.725
H -0.538 3.469 -0.078
H 0.231 2.985 -1.631
H -1.058 6.683 -1.710
H -1.182 5.689 -0.233
H 0.061 5.340 -1.398
H -3.817 0.253 -3.063
H -2.758 1.624 -3.316
H -0.941 0.567 -2.444
H -1.827 0.055 -1.027
H -1.083 -1.458 -3.402
H -2.759 -1.722 -3.026
H -2.154 -3.042 -1.240
H -1.092 -1.834 -0.575
H -0.392 -4.045 -2.459
H 0.636 -2.549 -2.361
H 1.115 -4.622 -0.791
H -0.206 -3.952 0.158
H 2.460 -3.175 0.353
H 1.766 -1.895 -0.644
H 0.445 -2.774 1.926
H 0.324 -1.197 1.052
H 2.932 -2.150 2.239
H 1.739 -1.288 3.234
H 1.994 0.738 2.052
H 2.719 -0.101 0.627
H 3.611 0.075 2.108
H -7.262 -1.359 -0.517
H -7.115 0.567 -2.395
C 6.159 -1.765 3.428
O 5.846 -1.056 2.221
P 6.613 -1.651 0.844
O 6.063 -3.034 1.025
O 8.122 -1.473 1.427
C 8.645 -0.169 1.714
O 6.959 -1.792 -0.749
C 7.952 -2.764 -1.097
H 5.223 -2.155 3.825
H 6.853 -2.582 3.266
H 6.593 -1.061 4.141
H 9.081 -0.188 2.710
H 7.872 0.599 1.689
H 9.420 0.077 0.989
H 7.705 -3.723 -0.644
H 8.947 -2.445 -0.794
H 7.921 -2.846 -2.182
*
```

=====

[3]
Molecular formula: C2N4O3S
Method: DFT, ωB97M-V/def2-TZVPD

Computed properties:
Highest occupied orbital energy   -11.2 eV
Frontier orbital gap   9.459 eV

ORCA input file:
```
! RIJCOSX wB97M-V def2-TZVPD def2/J DEFGRID3
* xyz 0 1
C 2.491 0.548 0.036
C -0.167 -1.839 0.021
N 3.251 1.393 -0.204
N -0.221 -2.656 0.821
N 1.498 -0.303 0.304
N -1.874 0.861 0.041
O -0.916 0.620 -0.856
O -2.552 1.777 -0.279
O -1.953 0.054 0.925
S 0.442 -0.456 -0.809
*
```

=====

[4]
Molecular formula: C3H7O2S
Method: DFT, ωB97M-V/def2-TZVPD

Computed properties:
Highest occupied orbital energy   -4.0 eV
Frontier orbital gap   7.117 eV

ORCA input file:
```
! RIJCOSX wB97M-V def2-TZVPD def2/J DEFGRID3
* xyz -1 1
C -1.422 0.700 0.699
S -2.238 -0.528 -0.370
C -0.769 -1.333 -1.201
H -1.464 0.331 1.721
H -1.983 1.638 0.764
H -0.358 0.847 0.308
H -0.314 -2.046 -0.569
H -0.994 -1.681 -2.280
H 0.096 -0.599 -1.360
O 3.553 0.754 0.069
C 2.371 0.697 0.525
O 1.780 1.370 1.365
H 1.742 -0.151 0.329
*
```

=====

[5]
Molecular formula: C3H2BrN3O2
Method: DFT, ωB97M-V/def2-TZVPD

Computed properties:
Highest occupied orbital energy (alpha / beta)   -10.3 / -10.3 eV
Frontier orbital gap (alpha / beta)   8.791 / 8.791 eV
SMILES   N#C[C@@H](N=O)[C@@H](Br)N=O

ORCA input file:
```
! RIJCOSX wB97M-V def2-TZVPD def2/J DEFGRID3
* xyz 0 1
N -1.296 -2.879 -0.257
C -0.724 -1.944 0.057
C 0.039 -0.741 0.373
N 1.312 -1.169 0.942
O 1.299 -1.378 2.124
C 0.258 -0.075 -1.152
Br 1.520 -1.155 -2.136
N -1.006 -0.058 -1.845
O -1.448 1.042 -2.064
H -0.562 -0.086 1.009
H 0.691 0.926 -0.999
*
```

=====

[6]
Molecular formula: C22H17F3N3O2OsS
Method: DFT, ωB97M-V/def2-TZVPD

Computed properties:
Highest occupied orbital energy   -11.3 eV
Frontier orbital gap   6.726 eV

ORCA input file:
```
! RIJCOSX wB97M-V def2-TZVPD def2/J DEFGRID3
* xyz 1 1
Os -0.488 -0.592 -0.088
O 0.610 -1.624 1.100
C 1.185 -2.812 0.882
C 2.109 -3.248 1.834
C 2.775 -4.442 1.666
C 2.518 -5.262 0.563
C 1.574 -4.870 -0.354
C 0.899 -3.642 -0.224
C -0.200 -3.380 -1.115
N -0.849 -2.271 -1.174
C -2.145 -2.262 -1.891
C -2.711 -0.856 -1.896
N -2.314 -0.157 -0.663
C -3.077 0.773 -0.159
C -2.752 1.639 0.907
C -3.735 2.594 1.283
C -3.531 3.449 2.324
C -2.327 3.369 3.052
C -1.362 2.455 2.730
C -1.534 1.576 1.639
O -0.561 0.733 1.393
H 2.294 -2.610 2.687
H 3.505 -4.750 2.404
H 3.040 -6.200 0.447
H 1.331 -5.509 -1.194
H -0.548 -4.210 -1.729
H -2.823 -2.946 -1.379
H -2.010 -2.612 -2.916
H -3.795 -0.874 -2.012
H -2.285 -0.282 -2.724
H -4.063 0.891 -0.604
H -4.659 2.633 0.719
H -4.283 4.176 2.592
H -2.163 4.042 3.883
H -0.439 2.383 3.287
F 0.023 3.469 -2.360
C 1.319 3.263 -2.665
F 1.345 2.477 -3.757
F 1.845 4.441 -3.003
C 2.054 2.630 -1.513
C 3.088 3.300 -0.878
C 3.724 2.700 0.198
C 3.296 1.449 0.608
N 2.307 0.797 0.000
C 1.711 1.368 -1.025
S 0.421 0.378 -1.805
H 3.385 4.279 -1.226
H 4.537 3.197 0.706
H 3.755 0.946 1.449
*
```

=====

E_tot (eV)
-25602.0526 -63549.2926 -25003.5582 -18155.3425 -81744.8771 -53105.5812